1.
C5H21CaN10O6 as an isolated structure, computed with wB97M-V/def2-TZVPD.

Last column: Mulliken charge in e.
Cartesian coordinates (Å):
Ca (5.86, 9.07, 18.13)  -0.08
O (5.33, 7.94, 19.96)  -0.72
H (4.44, 7.92, 20.37)  0.03
C (7.57, 9.82, 15.48)  -0.45
O (7.21, 10.12, 16.54)  0.45
N (7.59, 10.58, 14.44)  -0.73
N (7.91, 8.70, 15.12)  -0.03
H (7.86, 10.28, 13.51)  0.22
H (7.03, 11.39, 14.64)  0.22
H (8.22, 8.52, 14.18)  0.22
H (7.98, 8.00, 15.85)  0.18
C (6.87, 11.25, 20.18)  -0.21
O (6.49, 11.01, 19.09)  -0.32
N (7.95, 11.80, 20.54)  -0.28
N (6.29, 10.82, 21.30)  -0.12
H (8.53, 12.23, 19.83)  0.51
H (8.29, 11.65, 21.48)  0.48
H (5.64, 10.06, 21.18)  0.25
H (6.92, 10.94, 22.08)  0.15
C (9.02, 8.78, 19.53)  -1.83
O (7.88, 8.66, 19.07)  1.00
N (9.68, 7.87, 20.13)  -0.57
N (9.91, 9.72, 19.18)  -0.14
H (9.30, 6.94, 20.14)  0.34
H (10.61, 8.02, 20.50)  0.32
H (10.78, 9.86, 19.67)  0.62
H (9.63, 10.60, 18.78)  0.23
C (3.26, 10.75, 19.12)  0.39
O (3.86, 10.21, 18.24)  -0.23
N (3.13, 10.28, 20.35)  -0.23
N (2.56, 11.84, 19.05)  -0.52
H (3.56, 9.40, 20.59)  0.11
H (2.53, 10.77, 21.01)  0.19
H (2.36, 12.35, 18.20)  0.25
H (2.70, 12.45, 19.85)  0.21
C (3.94, 7.07, 16.49)  0.34
O (4.97, 7.74, 16.68)  -0.51
N (3.81, 5.81, 16.75)  -0.45
N (2.87, 7.70, 16.09)  -0.32
H (4.69, 5.41, 17.04)  0.29
H (2.86, 5.50, 16.90)  0.24
H (2.09, 7.12, 15.81)  0.25
H (3.11, 8.58, 15.68)  0.27

## Properties
Spin multiplicity: 2
HOMO energy (alpha / beta): -1.55 / -7.99 eV
E_LUMO (alpha / beta): 0.2528 / 0.3011 eV
ΔE to the lowest compared entry with this formula, charge and spin: 2.6308 eV
Frontier orbital gap (alpha / beta): 1.81 / 8.29 eV


2.
C5H21HgN2Si as an isolated structure, computed with wB97M-V/def2-TZVPD.

Last column: Mulliken charge in e.
Cartesian coordinates (Å):
C (1.87, 1.47, 0.08)  -2.06
Hg (-0.02, -0.15, 0.15)  1.03
N (-1.66, -1.95, -0.07)  -1.13
N (-0.11, 0.26, -2.44)  -1.33
H (-2.60, -1.54, 0.05)  0.44
H (1.89, 0.29, -0.29)  0.12
H (2.15, 1.40, 1.09)  0.13
H (1.17, 2.37, -0.02)  0.42
H (2.55, 1.62, -0.72)  0.66
H (-1.09, 0.43, -2.68)  0.42
H (0.19, -0.60, -2.89)  0.37
H (0.47, 1.05, -2.72)  0.36
H (-1.61, -2.28, -1.04)  0.34
H (-1.61, -2.78, 0.50)  0.39
C (-2.48, 1.32, 4.33)  -0.85
Si (-1.23, 0.55, 3.21)  -0.28
C (0.44, 1.09, 3.79)  -1.00
C (-1.30, -1.26, 3.48)  -1.01
C (-1.49, 0.95, 1.48)  -1.45
H (-2.34, 1.02, 5.37)  0.26
H (-3.50, 1.05, 4.07)  0.30
H (-2.45, 2.41, 4.32)  0.28
H (0.71, 0.82, 4.81)  0.36
H (1.24, 0.69, 3.18)  0.27
H (0.57, 2.18, 3.76)  0.31
H (-2.26, -1.69, 3.17)  0.33
H (-0.54, -1.79, 2.90)  0.31
H (-1.17, -1.59, 4.51)  0.38
H (-2.44, 0.68, 1.01)  0.29
H (-1.37, 2.02, 1.29)  0.36

## Properties
HOMO energy (alpha / beta): -0.24 / -0.24 eV
E_LUMO (alpha / beta): 3.6246 / 3.6246 eV
Total charge: -1
Frontier orbital gap (alpha / beta): 3.86 / 3.86 eV


3.
C5H21Li3N4O6 as an isolated structure, computed with wB97M-V/def2-TZVPD.

Last column: Mulliken charge in e.
Cartesian coordinates (Å):
Li (-1.56, -2.80, 2.01)  0.65
Li (-2.13, -0.22, 3.67)  0.16
Li (0.66, -0.40, 3.44)  0.61
O (-0.91, -0.98, 2.36)  -1.25
H (-1.34, -0.49, 1.63)  0.50
O (-3.22, 0.37, 2.01)  -0.44
H (-3.82, 1.11, 1.92)  0.30
H (-3.13, 0.02, 1.12)  0.22
O (-3.37, -0.91, -0.49)  -0.54
H (-4.21, -1.33, -0.29)  0.26
H (-3.16, -1.22, -1.37)  0.28
C (0.47, -3.03, -0.29)  0.61
O (-0.64, -3.48, -0.16)  -0.65
N (0.95, -2.04, 0.46)  -0.10
N (1.37, -3.33, -1.19)  -0.36
H (1.93, -1.85, 0.32)  0.16
H (0.38, -1.61, 1.17)  0.03
H (1.20, -4.09, -1.83)  0.22
H (2.23, -2.80, -1.12)  0.19
C (1.85, 2.13, 1.78)  0.58
O (1.82, 1.20, 2.61)  -0.61
N (1.00, 2.31, 0.84)  -0.13
N (2.67, 3.11, 1.77)  -0.38
H (0.97, 3.10, 0.22)  0.19
H (0.37, 1.53, 0.72)  0.01
H (2.59, 3.93, 1.20)  0.18
H (3.34, 2.98, 2.52)  0.27
C (-0.19, 1.93, -2.64)  -1.35
C (-0.06, 0.46, -2.05)  0.48
C (1.38, -0.04, -1.99)  -0.84
O (-0.62, 0.46, -0.75)  -0.27
H (0.13, 2.70, -1.94)  0.20
H (-1.21, 2.21, -2.88)  0.35
H (0.43, 2.11, -3.52)  0.40
H (-0.67, -0.22, -2.64)  0.38
H (1.89, 0.42, -2.84)  0.46
H (1.47, -1.11, -2.15)  0.07
H (1.94, 0.32, -1.12)  0.13
H (-0.80, -0.45, -0.51)  0.00

## Properties
Spin multiplicity: 2
HOMO energy (alpha / beta): -6.59 / -13.03 eV
E_LUMO (alpha / beta): -2.5572 / -2.6458 eV
Total charge: +1
Frontier orbital gap (alpha / beta): 4.04 / 10.39 eV


4.
A 5-piece molecular cluster, C5H21N2O5 overall, computed with wB97M-V/def2-TZVPD.

Last column: Mulliken charge in e.
Cartesian coordinates (Å):
C (0.58, 2.24, 0.26)  -1.42
C (-0.63, 1.34, -0.04)  0.14
C (-0.51, 1.14, -1.71)  -0.61
C (0.55, -0.06, -1.94)  -1.26
C (-0.16, -1.43, -1.97)  0.78
N (-0.45, -2.09, -3.14)  -0.39
O (-0.83, -1.93, -1.05)  -0.70
N (-0.66, -0.03, 0.64)  -0.16
H (0.62, 2.72, 1.34)  0.34
H (0.64, 3.20, -0.18)  0.51
H (1.52, 1.72, 0.23)  0.25
H (-1.55, 1.83, 0.36)  0.30
H (-1.45, 0.77, -2.28)  0.28
H (-0.16, 2.13, -2.11)  0.47
H (0.84, 0.17, -2.93)  0.39
H (1.34, -0.10, -1.36)  0.74
H (-0.96, -2.86, -3.12)  0.20
H (0.10, -1.98, -3.98)  0.21
H (-1.07, -0.78, -0.15)  0.41
H (0.32, -0.37, 0.68)  0.26
H (-1.04, -0.07, 1.51)  0.26
H (4.64, 0.09, -0.47)  0.31
H (4.06, 1.37, -0.98)  0.33
O (3.83, 0.62, -0.27)  -0.64
H (-0.56, -1.54, 3.77)  0.29
H (-2.04, -1.56, 3.28)  0.31
O (-1.24, -1.04, 3.32)  -0.63
H (-3.75, 0.68, 1.88)  0.31
H (-4.10, -0.28, 0.72)  0.32
O (-3.32, -0.05, 1.35)  -0.62
H (2.16, -0.72, 2.36)  0.29
H (1.85, -1.92, 3.19)  0.30
O (1.41, -1.20, 2.78)  -0.59

## Properties
HOMO energy: -13.88 eV
E_LUMO: -2.3841 eV
Total charge: +1
ΔE to the lowest compared entry with this formula, charge and spin: 3.0176 eV
Frontier orbital gap: 11.50 eV


no.,maximum force (eV Å⁻¹)
1,10.5
2,2.7
3,5.7
4,7.3